The following is a quantum chemistry calculation of 11 unconnected molecules or ions with the total composition C30H86N4O11 in a non-equilibrium geometry, from OMol25.

Each line ends with the Mulliken charge.
Positions of all 131 atoms, in Å:
C  -4.651  -1.707  2.643  -1.204
C  -3.407  -2.223  2.018  1.650
O  -2.846  -3.225  2.904  -0.623
H  -4.259  -1.095  3.455  0.264
H  -5.342  -2.495  2.942  0.319
H  -5.166  -1.119  1.883  0.289
H  -2.565  -1.531  2.048  -0.287
H  -3.450  -2.636  1.010  -0.632
H  -2.269  -2.750  3.506  0.291
C  4.179  0.680  3.029  -1.072
C  4.244  -0.893  3.232  -0.433
O  3.337  -1.606  2.456  -0.313
H  4.480  0.970  2.022  -0.037
H  4.940  1.165  3.639  0.577
H  3.192  1.139  3.093  0.150
H  3.842  -0.962  4.243  0.274
H  5.229  -1.340  3.098  0.335
H  3.323  -2.524  2.739  0.232
C  1.200  -0.512  0.295  0.099
C  -0.211  -0.903  -0.344  0.211
O  -0.087  -1.845  -1.386  -0.344
H  0.969  -0.052  1.256  0.122
H  1.782  0.172  -0.323  -0.317
H  1.698  -1.479  0.353  -0.005
H  -0.777  -0.010  -0.610  -0.188
H  -0.686  -1.408  0.497  0.210
H  0.234  -1.379  -2.162  -0.001
C  2.382  -0.424  -4.124  -1.260
C  1.607  0.850  -4.006  -0.362
O  0.507  0.883  -3.095  0.090
H  1.706  -1.231  -4.406  0.407
H  2.873  -0.606  -3.169  0.109
H  3.312  -0.386  -4.692  0.370
H  1.051  0.965  -4.936  0.466
H  2.268  1.717  -3.989  0.116
H  0.186  1.777  -2.955  0.008
C  -0.326  -0.145  4.293  -0.511
C  -0.220  -1.197  5.395  -0.687
O  -1.295  -2.108  5.263  -0.302
H  -1.324  0.293  4.326  0.338
H  -0.130  -0.750  3.407  -0.236
H  0.283  0.729  4.523  0.390
H  -0.229  -0.677  6.353  0.428
H  0.726  -1.725  5.512  0.271
H  -1.800  -2.092  6.079  0.218
C  2.534  -4.922  1.278  -0.811
C  3.910  -4.566  1.791  -0.352
O  3.825  -4.188  3.155  -0.251
H  2.547  -4.986  0.190  0.255
H  1.783  -4.139  1.387  0.132
H  2.171  -5.906  1.574  0.410
H  4.163  -3.789  1.069  -0.017
H  4.642  -5.369  1.698  0.584
H  4.329  -4.918  3.520  0.188
C  5.725  -0.111  -0.833  -0.643
C  5.879  0.701  -2.139  -0.876
O  4.545  1.100  -2.528  0.219
H  4.735  -0.056  -0.380  -0.196
H  6.499  0.029  -0.078  0.365
H  5.786  -1.123  -1.235  0.351
H  6.434  0.222  -2.946  0.352
H  6.325  1.655  -1.857  0.330
H  4.636  1.733  -3.245  0.077
C  0.443  -5.692  -2.598  -1.385
C  -1.102  -5.514  -2.674  0.297
C  -1.809  -5.391  -1.381  -0.294
O  -3.221  -5.557  -1.507  -0.413
C  -3.927  -5.424  -0.285  -0.633
N  -1.205  -4.316  -3.454  -0.535
H  0.913  -5.708  -3.581  0.415
H  0.721  -6.596  -2.056  0.404
H  0.971  -4.877  -2.104  0.066
H  -1.519  -6.418  -3.117  0.300
H  -1.534  -4.455  -0.893  0.164
H  -1.542  -6.036  -0.544  0.611
H  -3.522  -5.970  0.568  0.363
H  -4.839  -5.974  -0.514  0.294
H  -4.052  -4.390  0.036  0.035
H  -1.443  -3.543  -2.850  -0.024
H  -2.013  -4.330  -4.059  0.323
C  2.636  3.290  -0.380  -0.454
C  3.218  4.236  -1.472  1.192
C  2.661  5.658  -1.264  -1.412
O  1.224  5.692  -1.676  0.689
C  0.657  6.906  -1.980  -1.788
N  4.652  4.138  -1.385  -0.730
H  2.771  2.209  -0.425  -0.112
H  1.598  3.576  -0.210  -0.256
H  3.031  3.487  0.617  0.217
H  2.898  3.918  -2.464  -0.033
H  3.076  6.433  -1.909  0.267
H  2.812  5.929  -0.219  0.357
H  1.023  7.485  -2.827  0.396
H  0.874  7.542  -1.121  0.421
H  -0.425  6.787  -1.931  0.133
H  4.924  4.727  -0.611  0.370
H  4.946  3.225  -1.071  0.323
C  -1.286  3.386  0.802  -0.141
C  -1.974  3.835  2.075  0.210
C  -2.840  5.057  1.873  -1.475
O  -3.461  5.194  0.603  0.359
C  -3.848  6.503  0.162  -1.540
N  -2.947  2.838  2.498  -0.448
H  -1.970  3.283  -0.040  -0.025
H  -0.939  2.360  0.927  0.457
H  -0.454  4.057  0.587  -0.106
H  -1.253  4.097  2.850  0.280
H  -2.215  5.941  1.997  0.516
H  -3.545  5.257  2.679  0.406
H  -3.010  7.190  0.041  0.335
H  -4.704  6.857  0.737  0.407
H  -4.305  6.392  -0.822  0.210
H  -3.391  2.505  1.655  0.092
H  -3.714  3.241  3.018  0.304
C  -4.062  -2.124  -2.183  -1.381
C  -3.792  -0.575  -2.231  0.615
C  -3.496  0.183  -0.987  0.715
O  -4.785  0.596  -0.432  -0.242
C  -5.189  1.992  -0.574  -1.127
N  -2.643  -0.320  -3.159  -0.663
H  -3.214  -2.737  -1.880  0.111
H  -4.550  -2.463  -3.097  0.416
H  -4.804  -2.325  -1.411  0.412
H  -4.665  0.004  -2.534  0.234
H  -2.873  1.018  -1.308  0.227
H  -2.928  -0.366  -0.236  -0.698
H  -5.427  2.171  -1.622  0.312
H  -4.378  2.699  -0.401  0.476
H  -6.052  1.972  0.092  0.207
H  -2.216  0.592  -3.075  0.342
H  -1.941  -1.028  -2.997  0.093

Calculated values
* charge: -1
* lowest unoccupied orbital energy (spin up / spin down): 2.215 / 2.397 eV
* HOMO level (spin up / spin down): 0.9 / -6.6 eV
* frontier orbital gap (spin up / spin down): 1.3 / 9.0 eV
* spin multiplicity: 2